--- P ---
Entry from the Open Molecules 2025 dataset: a single C7H9NO3 molecule (the ωB97M-V functional and the def2-TZVPD basis).

Geometry as XYZ:
```
20
Properties=species:S:1:pos:R:3
C -0.23293 -0.18407 0.21077
C 0.95080 0.40709 0.53244
C -1.60279 0.28169 0.40224
C 0.37798 -1.51333 0.06985
C 1.94927 1.48684 0.29662
C 3.06907 0.56656 -0.38386
C -3.84533 -0.33723 -0.44024
N 1.71566 -0.99967 0.64431
O -1.80153 1.15022 1.21746
O 2.71626 -0.72367 -0.35061
O -2.41553 -0.50911 -0.29253
H 0.06903 -2.36989 0.78382
H 0.56636 -2.14978 -0.86198
H 1.46977 2.20778 -0.34625
H 2.41328 1.79848 1.21408
H 3.11480 0.94234 -1.39241
H 4.12188 0.67408 0.15882
H -3.96175 0.21855 -1.30151
H -4.22269 0.32761 0.31753
H -4.45163 -1.27447 -0.47855
```

Properties
LUMO level	0.01701	hartree
HOMO	-8.95	eV
M	155.15	g/mol
SMILES string	COC(=O)C1=C2CCON2C1
orbital gap	9.41	eV
total charge	0

How positive or negative is each atom? The natural (NBO) charges in e answer that:
1 C -0.21
2 C 0.26
3 C 0.77
4 C -0.25
5 C -0.50
6 C -0.04
7 C -0.26
8 N -0.13
9 O -0.57
10 O -0.42
11 O -0.51
12 H 0.20
13 H 0.23
14 H 0.24
15 H 0.25
16 H 0.18
17 H 0.16
18 H 0.19
19 H 0.20
20 H 0.21

--- Q ---
Entry from the Open Molecules 2025 dataset: a single C7H9NO3 molecule (the ωB97M-V functional and the def2-TZVPD basis).

Geometry as XYZ:
```
20
Properties=species:S:1:pos:R:3
C 0.87503 -1.75713 -1.49746
C 0.14164 -0.76920 -2.20501
C 1.01525 -1.26315 -0.02677
C 1.77775 -2.72004 -2.07419
C -0.10895 0.44558 -1.20620
C 0.89493 1.00447 1.05751
C -1.10120 -0.67234 0.71100
N 0.12652 -0.05884 0.16476
O 2.55303 -3.41516 -1.46574
O -0.41132 -0.75598 -3.26704
O 1.64568 -1.71386 0.89120
H 1.64464 -2.88971 -3.12941
H 0.70616 1.09107 -1.42531
H -0.98576 1.17048 -1.34433
H 0.13145 1.82486 1.19885
H 1.43172 0.52281 1.93497
H 1.75216 1.32845 0.40211
H -1.79369 -0.73892 -0.07445
H -0.90933 -1.64613 1.21396
H -1.45070 -0.04159 1.47485
```

Properties
LUMO level	0.00649	hartree
HOMO	-8.57	eV
M	155.15	g/mol
SMILES string	C[N+]1(C)CC(=O)C(C=O)=C1[O-]
orbital gap	8.74	eV
total charge	0

How positive or negative is each atom? The natural (NBO) charges in e answer that:
1 C -0.49
2 C 0.53
3 C 0.69
4 C 0.39
5 C -0.33
6 C -0.41
7 C -0.40
8 N -0.29
9 O -0.55
10 O -0.58
11 O -0.55
12 H 0.12
13 H 0.22
14 H 0.24
15 H 0.23
16 H 0.27
17 H 0.23
18 H 0.23
19 H 0.25
20 H 0.21

--- R ---
Entry from the Open Molecules 2025 dataset: a single C7H9NO3 molecule (the ωB97M-V functional and the def2-TZVPD basis).

Geometry as XYZ:
```
20
Properties=species:S:1:pos:R:3
C 2.15099 -1.07626 -0.04723
C 1.26683 -0.06677 -0.15994
C 1.33092 1.04495 -0.96094
C 0.23519 -0.11496 0.92968
C 0.37704 2.14926 -0.79059
C -1.80615 -1.43168 1.51441
C -0.89120 -1.05964 0.39604
N 2.98811 -1.86918 -0.04420
O 0.19967 0.28172 2.08545
O 2.19212 1.10224 -1.96451
O -1.47392 -0.29602 -0.67050
H 0.46051 2.91323 -1.56711
H -0.60239 1.63758 -0.76359
H 0.51827 2.54453 0.18532
H -2.32140 -2.41498 1.32632
H -1.19968 -1.43876 2.45254
H -2.68037 -0.69270 1.76448
H -0.48168 -1.96192 -0.05369
H 1.79887 1.72127 -2.55167
H -2.06171 -0.97191 -1.08024
```

Properties
LUMO level	0.00809	hartree
HOMO	-9.15	eV
M	155.15	g/mol
SMILES string	C/C(O)=C(/C#N)C(=O)[C@@H](C)O
orbital gap	9.38	eV
total charge	0

How positive or negative is each atom? The natural (NBO) charges in e answer that:
1 C 0.27
2 C -0.43
3 C 0.48
4 C 0.62
5 C -0.72
6 C -0.66
7 C -0.03
8 N -0.30
9 O -0.49
10 O -0.61
11 O -0.73
12 H 0.22
13 H 0.28
14 H 0.26
15 H 0.21
16 H 0.25
17 H 0.23
18 H 0.19
19 H 0.48
20 H 0.48

Which one sits at the top of the stability order? R does.

--- P ---
Entry from the Open Molecules 2025 dataset: a molecular structure, ArH20O10 (the ωB97M-V functional and the def2-TZVPD basis).

Geometry as XYZ:
```
31
Properties=species:S:1:pos:R:3
Ar 0.25940 0.58884 -0.07539
O 0.93429 -2.22649 2.18028
H 1.06755 -3.15719 2.35993
H 0.17566 -2.20087 1.59712
O 3.21645 0.21455 -1.94648
H 2.85384 -0.39394 -2.59029
H 2.74323 1.03293 -2.09664
O 3.21590 -1.48631 0.37387
H 3.02776 -1.29438 -0.54482
H 2.37246 -1.75026 0.74151
O -2.82725 1.91249 0.48218
H -3.48571 1.60235 1.10386
H -2.86375 1.28449 -0.23929
O 1.48596 0.51119 3.96597
H 0.62160 0.80074 3.67391
H 1.79306 -0.06849 3.26891
O -0.95672 -0.84646 -2.78371
H -0.25289 -0.93087 -2.14051
H -0.94200 -1.67344 -3.26550
O -1.36299 -2.54969 0.28123
H -1.87101 -2.00824 -0.32291
H -1.32699 -3.40898 -0.13895
O -2.90040 0.98633 -2.11527
H -3.68068 0.62378 -2.53474
H -2.17562 0.47292 -2.47213
O 2.00935 2.89791 -2.00613
H 2.27260 3.18986 -1.13338
H 1.05316 2.87036 -1.97170
O -1.40428 1.31750 2.93286
H -1.35249 2.16717 3.37059
H -1.69950 1.52221 2.04563
```

Properties
LUMO level	-0.01811	hartree
HOMO	-10.27	eV
M	220.10	g/mol
orbital gap	9.78	eV
total charge	0

How positive or negative is each atom? The natural (NBO) charges in e answer that:
1 Ar 0.00
2 O -0.96
3 H 0.47
4 H 0.49
5 O -0.96
6 H 0.45
7 H 0.50
8 O -0.96
9 H 0.47
10 H 0.47
11 O -0.97
12 H 0.47
13 H 0.50
14 O -0.96
15 H 0.48
16 H 0.48
17 O -0.96
18 H 0.49
19 H 0.49
20 O -0.95
21 H 0.48
22 H 0.48
23 O -0.97
24 H 0.47
25 H 0.50
26 O -0.95
27 H 0.48
28 H 0.48
29 O -0.97
30 H 0.47
31 H 0.49

--- Q ---
Entry from the Open Molecules 2025 dataset: a molecular structure, ArH20O10 (the ωB97M-V functional and the def2-TZVPD basis).

Geometry as XYZ:
```
31
Properties=species:S:1:pos:R:3
Ar 0.87163 -0.53964 0.21925
O -1.22525 -0.70019 2.98520
H -0.93708 -1.44452 2.45683
H -1.27810 0.02766 2.36580
O -0.44054 -1.86538 -3.17357
H 0.03643 -1.08302 -3.45041
H -0.04971 -2.57678 -3.68090
O 1.44935 -4.39976 -0.62275
H 0.93839 -5.19350 -0.46426
H 0.89429 -3.68897 -0.30194
O -0.40622 -3.15259 2.10140
H -1.24144 -3.58719 2.27390
H 0.23397 -3.65384 2.60650
O -0.57640 2.48926 -2.38350
H -1.17295 1.80717 -2.07508
H -1.15010 3.16171 -2.75079
O -2.12187 1.25043 1.16846
H -2.38898 0.99518 0.28544
H -2.77004 1.90182 1.43639
O -1.86290 -2.87137 -0.95813
H -2.09267 -3.66796 -1.43654
H -1.18091 -2.46057 -1.48952
O 1.31223 3.05483 -0.25243
H 0.49285 2.80761 -0.68108
H 1.23008 3.99666 -0.10271
O 0.43201 3.63036 2.61015
H 1.03651 4.37250 2.61662
H 0.71238 3.09895 1.86501
O 3.98609 2.71338 -0.08077
H 3.02970 2.67997 -0.10129
H 4.23926 2.89778 -0.98527
```

Properties
LUMO level	-0.00867	hartree
HOMO	-9.89	eV
M	220.10	g/mol
orbital gap	9.66	eV
total charge	0

How positive or negative is each atom? The natural (NBO) charges in e answer that:
1 Ar 0.00
2 O -0.98
3 H 0.48
4 H 0.48
5 O -0.95
6 H 0.48
7 H 0.48
8 O -0.95
9 H 0.46
10 H 0.48
11 O -0.95
12 H 0.48
13 H 0.48
14 O -0.94
15 H 0.47
16 H 0.48
17 O -0.94
18 H 0.47
19 H 0.48
20 O -0.96
21 H 0.46
22 H 0.49
23 O -0.97
24 H 0.51
25 H 0.48
26 O -0.95
27 H 0.46
28 H 0.48
29 O -0.96
30 H 0.49
31 H 0.46

Which one sits at the top of the stability order? P does.

--- P ---
Entry from the Open Molecules 2025 dataset: a single C3H3NOS molecule (the ωB97M-V functional and the def2-TZVPD basis).

Geometry as XYZ:
```
9
Properties=species:S:1:pos:R:3
C 0.67937 0.30986 0.30922
C -1.09017 -0.81792 -0.02193
C -0.98194 0.12597 -1.04173
H 2.46968 0.32884 1.90560
H -1.87569 -1.56276 0.03481
H -1.62546 0.57087 -1.88880
N 0.02844 -0.69228 0.79201
O 0.08201 0.86286 -0.76823
S 2.31375 0.87456 0.67904
```

Properties
LUMO level	0.02696	hartree
HOMO	-8.74	eV
M	101.13	g/mol
SMILES string	Sc1ncco1
orbital gap	9.48	eV
total charge	0

How positive or negative is each atom? The natural (NBO) charges in e answer that:
1 C 0.33
2 C -0.12
3 C 0.04
4 H 0.16
5 H 0.22
6 H 0.22
7 N -0.47
8 O -0.42
9 S 0.03

--- Q ---
Entry from the Open Molecules 2025 dataset: a single C3H3NOS molecule (the ωB97M-V functional and the def2-TZVPD basis).

Geometry as XYZ:
```
9
Properties=species:S:1:pos:R:3
C 0.83174 0.53031 -0.68808
C -0.38228 0.87500 -0.97325
C 0.93714 -0.17763 0.62938
N 0.04182 -0.73838 1.27097
O -2.30200 -1.69439 0.53938
S -1.56987 -0.50877 0.93788
H 1.77394 0.82753 -1.21655
H -1.26253 0.91050 -1.56900
H 1.93205 -0.02418 1.06927
```

Properties
LUMO level (spin up / spin down)	-0.01668 / -0.02325	hartree
HOMO (spin up / spin down)	-8.18 / -8.40	eV
M	101.13	g/mol
orbital gap (spin up / spin down)	7.73 / 7.76	eV
total charge	0

How positive or negative is each atom? The natural (NBO) charges in e answer that:
1 C -0.38
2 C -0.19
3 C 0.17
4 N -0.64
5 O -0.88
6 S 1.25
7 H 0.24
8 H 0.24
9 H 0.19

--- R ---
Entry from the Open Molecules 2025 dataset: a molecular structure, C3H3NOS (the ωB97M-V functional and the def2-TZVPD basis).

Geometry as XYZ:
```
9
Properties=species:S:1:pos:R:3
C 0.79183 -1.99810 0.50641
C 0.35730 -1.90144 -0.61552
C -0.87515 1.28543 0.16554
N 0.28277 1.47079 -0.14935
O 1.30497 1.65359 -0.67329
S -1.49654 2.89159 0.26877
H 1.00684 -2.39920 1.39173
H 0.01856 -1.50800 -1.50582
H -1.39058 0.50533 0.61153
```

Properties
LUMO level (spin up / spin down)	-0.04787 / -0.04784	hartree
HOMO (spin up / spin down)	-8.47 / -8.47	eV
M	101.13	g/mol
orbital gap (spin up / spin down)	7.17 / 7.17	eV
total charge	0

How positive or negative is each atom? The natural (NBO) charges in e answer that:
1 C -0.22
2 C -0.22
3 C -0.16
4 N 0.29
5 O -0.20
6 S -0.19
7 H 0.22
8 H 0.22
9 H 0.25

Which one sits at the top of the stability order? P does.